{
  "formula": "C3H9S2",
  "method": "ωB97M-V with the def2-TZVPD basis set",
  "symbols": ["C", "S", "H", "H", "H", "C", "S", "C", "H", "H", "H", "H", "H", "H"],
  "xyz": [[-2.03, -0.43, -0.92], [-1.28, -2.02, -0.50], [-1.59, 0.35, -0.31], [-1.91, -0.16, -1.97], [-3.10, -0.36, -0.67], [1.64, -0.28, 0.70], [0.94, 1.36, 1.08], [0.96, 1.97, -0.63], [1.86, -0.73, 1.66], [2.55, -0.09, 0.12], [0.98, -0.91, 0.08], [1.97, 2.25, -0.90], [0.59, 1.19, -1.29], [0.26, 2.79, -0.68]],
  "mulliken_charge": [-0.669, -0.724, 0.073, 0.187, 0.255, -0.599, -0.118, -0.874, 0.258, 0.243, 0.083, 0.324, 0.260, 0.300],
  "lumo_ev": 3.291,
  "total_charge": -1,
  "relative_energy_kcal_mol": 19.7,
  "homo_lumo_gap_ev": 5.49,
  "homo_ev": -2.19
}


{
  "formula": "C4H8O",
  "method": "ωB97M-V with the def2-TZVPD basis set",
  "symbols": ["C", "C", "O", "H", "H", "H", "H", "C", "C", "H", "H", "H", "H"],
  "xyz": [[2.65, -0.04, 0.42], [2.07, 0.59, -0.59], [1.07, 1.48, -0.35], [3.25, -0.91, 0.18], [2.26, 0.02, 1.42], [2.25, 0.35, -1.63], [0.56, 1.74, -1.12], [-2.76, -0.38, 0.76], [-1.93, -0.71, -0.22], [-3.09, 0.64, 0.89], [-3.27, -1.11, 1.38], [-1.45, 0.06, -0.80], [-1.62, -1.74, -0.33]],
  "mulliken_charge": [-0.670, 0.059, -0.499, 0.245, 0.256, 0.277, 0.330, -0.474, -0.303, 0.219, 0.237, 0.088, 0.234],
  "lumo_ev": 0.785,
  "smiles": "C=CO.C=C",
  "relative_energy_kcal_mol": 47.5,
  "homo_lumo_gap_ev": 9.84,
  "homo_ev": -9.05
}


{
  "formula": "C23H24N4O2",
  "method": "ωB97M-V with the def2-TZVPD basis set",
  "symbols": ["O", "C", "C", "C", "N", "N", "C", "C", "C", "C", "C", "C", "C", "C", "C", "C", "O", "N", "C", "C", "N", "C", "C", "C", "C", "C", "C", "C", "C", "H", "H", "H", "H", "H", "H", "H", "H", "H", "H", "H", "H", "H", "H", "H", "H", "H", "H", "H", "H", "H", "H", "H", "H"],
  "xyz": [[1.90, 2.00, -2.05], [1.74, 1.59, -0.92], [0.54, 0.72, -0.56], [-0.49, 1.45, 0.31], [-1.48, 0.52, 0.81], [-2.65, 0.56, 0.22], [-3.60, -0.26, 0.57], [-4.88, -0.14, -0.13], [-5.76, -1.22, -0.24], [-6.96, -1.08, -0.91], [-7.30, 0.13, -1.49], [-6.43, 1.21, -1.40], [-5.23, 1.07, -0.73], [-3.38, -1.21, 1.62], [-2.17, -1.25, 2.22], [-1.11, -0.36, 1.81], [0.02, -0.33, 2.28], [2.60, 1.91, 0.08], [2.63, 1.40, 1.43], [4.00, 0.71, 1.66], [4.57, 0.27, 0.41], [4.14, -0.91, -0.17], [4.78, -1.39, -1.32], [4.39, -2.58, -1.91], [3.37, -3.34, -1.36], [2.75, -2.89, -0.21], [3.13, -1.70, 0.38], [4.93, 1.40, -0.42], [3.86, 2.52, -0.29], [0.89, -0.18, -0.05], [0.08, 0.43, -1.50], [-1.02, 2.20, -0.28], [-0.01, 1.92, 1.17], [-5.50, -2.18, 0.19], [-7.63, -1.92, -0.99], [-8.24, 0.24, -2.01], [-6.68, 2.15, -1.86], [-4.54, 1.90, -0.65], [-4.18, -1.86, 1.93], [-1.95, -1.94, 3.02], [2.52, 2.24, 2.13], [1.82, 0.70, 1.61], [3.91, -0.13, 2.35], [4.71, 1.42, 2.10], [5.60, -0.84, -1.75], [4.90, -2.92, -2.80], [3.07, -4.27, -1.83], [1.96, -3.47, 0.24], [2.61, -1.40, 1.28], [4.97, 1.09, -1.46], [5.91, 1.79, -0.13], [4.14, 3.24, 0.49], [3.74, 3.05, -1.23]],
  "mulliken_charge": [-0.698, 0.737, -0.363, -0.918, 0.968, -1.078, 0.461, 0.880, -0.571, -0.652, -0.393, -0.617, -0.344, -0.533, -0.830, 0.685, -0.670, 0.123, 0.034, -1.267, 0.063, 0.894, -0.477, -0.665, -0.549, -0.673, -0.166, -0.907, -0.991, 0.087, 0.393, 0.400, 0.458, 0.316, 0.378, 0.377, 0.374, 0.410, 0.333, 0.465, 0.335, -0.039, 0.517, 0.328, 0.467, 0.377, 0.389, 0.401, 0.193, 0.452, 0.321, 0.344, 0.438],
  "lumo_ev": -0.061,
  "smiles": "O=C(CCn1nc(-c2ccccc2)ccc1=O)N1CCN(c2ccccc2)CC1",
  "relative_energy_kcal_mol": 45.9,
  "homo_lumo_gap_ev": 7.54,
  "homo_ev": -7.60
}


{
  "formula": "C25H25Br2F6N4O6SSe4Tc",
  "method": "ωB97M-V with the def2-TZVPD basis set",
  "symbols": ["Tc", "Se", "Se", "Se", "Se", "Br", "C", "C", "C", "Br", "C", "C", "C", "C", "N", "C", "C", "O", "H", "H", "H", "H", "N", "C", "C", "C", "C", "C", "C", "S", "O", "O", "O", "H", "H", "H", "H", "H", "H", "C", "C", "O", "C", "F", "F", "F", "C", "F", "F", "F", "H", "H", "H", "C", "N", "C", "C", "C", "N", "C", "C", "O", "H", "H", "H", "H", "H", "H", "H", "H", "H", "H", "H", "H"],
  "xyz": [[0.70, 0.99, -0.36], [0.14, 3.40, -0.29], [0.31, 4.18, 1.84], [-3.01, 4.99, 0.71], [-2.25, 3.72, -0.91], [2.45, -3.85, -0.70], [3.41, -2.23, -0.64], [4.81, -2.26, -0.71], [5.55, -1.12, -0.65], [7.44, -1.22, -0.74], [4.91, 0.14, -0.50], [5.57, 1.38, -0.39], [4.84, 2.53, -0.23], [3.44, 2.46, -0.20], [2.79, 1.32, -0.31], [3.50, 0.15, -0.45], [2.71, -1.04, -0.52], [1.42, -0.96, -0.44], [5.31, -3.22, -0.81], [6.65, 1.41, -0.42], [5.32, 3.49, -0.13], [2.84, 3.35, -0.08], [0.84, 0.86, 1.81], [-0.01, -0.08, 2.53], [-0.89, 0.40, 3.48], [-1.77, -0.47, 4.10], [-1.78, -1.81, 3.77], [-0.84, -2.29, 2.86], [0.05, -1.43, 2.24], [-3.05, -2.92, 4.40], [-2.44, -3.62, 5.52], [-3.34, -3.76, 3.24], [-4.13, -2.02, 4.75], [1.82, 0.67, 2.02], [0.67, 1.82, 2.14], [-0.90, 1.46, 3.71], [-2.50, -0.11, 4.81], [-0.84, -3.35, 2.62], [0.73, -1.80, 1.49], [-0.29, 2.53, -3.74], [0.80, 1.47, -3.53], [0.74, 0.85, -2.32], [2.19, 2.13, -3.71], [2.36, 3.10, -2.80], [2.34, 2.70, -4.92], [3.19, 1.26, -3.55], [0.60, 0.35, -4.57], [-0.63, -0.17, -4.45], [1.47, -0.65, -4.42], [0.72, 0.79, -5.84], [-0.08, 3.39, -3.11], [-1.24, 2.10, -3.46], [-0.33, 2.86, -4.77], [-3.25, 1.28, 1.57], [-3.18, -0.03, 0.94], [-4.24, -0.95, 1.35], [-4.38, -2.09, 0.37], [-3.00, -2.65, 0.08], [-2.13, -1.58, -0.41], [-1.18, -1.95, -1.45], [-2.19, -0.34, 0.09], [-1.36, 0.57, -0.26], [-4.04, 1.88, 1.10], [-2.31, 1.81, 1.48], [-3.50, 1.15, 2.63], [-5.17, -0.37, 1.41], [-4.04, -1.34, 2.35], [-4.83, -1.74, -0.57], [-5.02, -2.86, 0.80], [-3.04, -3.41, -0.69], [-2.59, -3.10, 0.99], [-1.73, -2.43, -2.27], [-0.43, -2.64, -1.06], [-0.68, -1.07, -1.84]],
  "mulliken_charge": [0.585, 0.038, -0.483, -0.217, -0.156, -0.184, -0.223, -0.368, -0.114, -0.257, 0.911, -0.929, -1.068, -0.560, 0.994, -0.321, 0.232, 0.830, 0.445, 0.323, 0.465, 0.282, 0.036, 0.082, -0.606, -0.528, 0.125, -0.885, -0.490, 1.388, -0.744, -0.639, -0.732, 0.380, 0.035, 0.465, 0.491, 0.470, 0.471, -1.798, 0.606, 0.018, 0.460, -0.230, -0.286, -0.259, 0.551, -0.242, -0.219, -0.280, 0.353, 0.273, 0.455, -1.104, 0.484, -0.293, -0.898, -0.478, 0.496, -0.744, -0.317, -0.180, 0.350, 0.157, 0.308, 0.538, -0.139, 0.287, 0.466, 0.404, 0.125, 0.521, 0.226, -0.155],
  "lumo_ev": [1.179, 0.205],
  "total_charge": -1,
  "spin_multiplicity": 4,
  "s2": 3.7696,
  "relative_energy_kcal_mol": 0.0,
  "homo_lumo_gap_ev": [6.79, 5.90],
  "homo_ev": [-5.61, -5.70]
}


{
  "formula": "C2H11NO4",
  "method": "ωB97M-V with the def2-TZVPD basis set",
  "symbols": ["O", "C", "C", "N", "H", "H", "H", "H", "H", "H", "H", "O", "H", "H", "O", "H", "H", "O"],
  "xyz": [[-0.11, 1.33, 3.01], [-1.02, 0.59, 2.58], [-2.22, 0.79, 1.61], [-1.76, 0.76, 0.32], [-0.72, -0.54, 2.82], [-2.46, 1.93, 1.87], [-3.01, 0.12, 1.74], [-0.76, 0.95, 0.15], [-2.29, 1.20, -0.42], [-1.66, -5.18, 0.58], [-1.55, -6.08, 1.78], [-1.27, -6.01, 0.94], [1.24, 4.98, -3.55], [-0.35, 5.24, -3.34], [0.51, 5.63, -3.61], [5.58, -2.44, -2.45], [4.95, -1.62, -3.56], [4.96, -2.48, -3.22]],
  "mulliken_charge": [-0.333, 0.007, -0.160, -0.133, 0.316, 0.325, 0.340, 0.327, 0.311, 0.301, 0.298, -0.599, 0.324, 0.305, -0.630, 0.329, 0.308, -0.637],
  "lumo_ev": [-5.137, -9.803],
  "total_charge": 1,
  "spin_multiplicity": 2,
  "s2": 0.7553,
  "relative_energy_kcal_mol": 90.4,
  "homo_lumo_gap_ev": [8.20, 3.54],
  "homo_ev": [-13.34, -13.34]
}